C48H57BrN8OPSbSeV | ωB97M-V/def2-TZVPD

Element x y z (Å)
1 V 15.45483 -10.58872 -6.17460
2 Br 19.93295 -9.76633 -13.42511
3 C 20.22390 -8.28035 -12.38194
4 C 19.39086 -7.09070 -12.44725
5 C 19.16336 -6.31693 -11.29551
6 C 19.77180 -6.74092 -10.09794
7 C 20.88173 -7.57433 -10.18773
8 C 21.18004 -8.23338 -11.35043
9 N 19.11416 -6.36681 -8.94049
10 N 19.83479 -6.68207 -7.90039
11 C 19.23393 -7.18617 -6.77038
12 C 20.11808 -7.59951 -5.79143
13 C 19.83344 -8.49881 -4.79267
14 C 18.43387 -8.86851 -4.55905
15 O 18.02781 -9.44840 -3.52274
16 C 17.51723 -8.40080 -5.60442
17 N 16.21604 -8.84310 -5.63190
18 C 15.20491 -7.95849 -5.90713
19 C 15.46508 -6.94839 -6.81302
20 C 16.77526 -6.85057 -7.22077
21 C 17.86676 -7.49359 -6.61472
22 H 18.83952 -6.96888 -13.39848
23 H 18.35681 -5.56516 -11.27529
24 H 21.58968 -7.60501 -9.39254
25 H 22.00771 -8.88472 -11.26018
26 H 21.16461 -7.42583 -6.05212
27 H 20.55408 -8.87690 -4.11065
28 H 14.25264 -8.01337 -5.32791
29 H 14.73363 -6.18605 -7.13850
30 H 17.11164 -6.26408 -8.06920
31 C 11.02194 -11.97921 0.48818
32 C 12.06996 -13.07910 0.62523
33 C 12.10428 -14.15941 -0.52086
34 Sb 13.95492 -11.94674 0.83383
35 C 13.97961 -12.00813 3.07518
36 C 15.15651 -11.16870 3.44211
37 C 12.63080 -11.68659 3.78087
38 C 15.46983 -13.41740 0.17705
39 C 16.55061 -12.67720 -0.62028
40 C 15.87127 -14.35231 1.29309
41 H 11.12094 -11.04718 1.04610
42 H 10.04997 -12.45299 0.83058
43 H 10.90744 -11.69964 -0.56105
44 H 12.08192 -13.66971 1.57568
45 H 12.29628 -13.66990 -1.49678
46 H 11.22718 -14.78643 -0.42636
47 H 13.01767 -14.75466 -0.44430
48 H 14.20242 -13.08603 3.31577
49 H 15.10104 -10.13314 3.15059
50 H 16.11074 -11.62957 3.03068
51 H 15.36068 -11.25322 4.53924
52 H 12.43623 -10.56240 3.72723
53 H 12.72428 -11.91693 4.83842
54 H 11.79619 -12.28563 3.30212
55 H 14.89008 -13.88902 -0.65546
56 H 16.59311 -11.58762 -0.48258
57 H 16.25840 -12.67036 -1.70596
58 H 17.53181 -13.09691 -0.49967
59 H 16.08193 -13.93109 2.25273
60 H 16.71901 -15.01988 1.08464
61 H 15.04425 -15.06444 1.48354
62 N 16.85869 -11.68482 -6.27434
63 C 17.56462 -12.67944 -6.62163
64 C 19.02052 -12.52874 -6.83119
65 C 19.46761 -11.23987 -7.07193
66 C 20.83294 -10.97364 -7.07746
67 C 21.76873 -12.00891 -6.91515
68 C 21.29182 -13.30286 -6.91661
69 C 19.94437 -13.56322 -6.90113
70 C 16.86224 -13.95567 -7.00134
71 C 17.24078 -14.58913 -8.25952
72 C 16.51220 -15.66650 -8.63223
73 C 15.33991 -16.06311 -7.98523
74 C 14.92156 -15.43757 -6.83842
75 C 15.70239 -14.35029 -6.34793
76 H 18.69435 -10.43410 -7.14844
77 H 21.21919 -9.98498 -7.13425
78 H 22.82583 -11.81610 -6.81193
79 H 21.90796 -14.13449 -6.75501
80 H 19.60468 -14.62100 -6.93554
81 H 18.21012 -14.39582 -8.73575
82 H 16.77103 -16.23113 -9.48382
83 H 14.70402 -16.84441 -8.39823
84 H 14.07998 -15.77756 -6.27411
85 H 15.36759 -13.82324 -5.45020
86 Se 13.70643 -11.30847 -4.67485
87 C 14.07239 -9.92747 -3.37816
88 C 15.25782 -9.62206 -2.72096
89 C 15.20462 -8.60349 -1.74096
90 N 14.04278 -8.11072 -1.35396
91 C 12.86354 -8.45354 -1.82023
92 C 12.87727 -9.42957 -2.83343
93 H 16.21733 -9.99860 -3.06854
94 H 16.10405 -8.15144 -1.23333
95 H 11.94890 -7.96980 -1.36853
96 H 11.93745 -9.82928 -3.22285
97 C 11.26780 -9.90829 -9.25019
98 N 11.79000 -11.31743 -9.37574
99 C 12.61380 -11.54337 -10.60215
100 N 13.65021 -10.58494 -10.62713
101 C 13.07541 -9.24970 -10.68449
102 N 12.32517 -8.94080 -9.41217
103 C 13.15746 -8.82608 -8.24028
104 P 14.01994 -10.45841 -8.08863
105 C 12.57572 -11.75492 -8.21520
106 C 14.77627 -10.74878 -9.82659
107 H 10.79204 -9.85364 -8.24533
108 H 10.53190 -9.75470 -10.03324
109 H 10.97130 -11.91545 -9.46982
110 H 11.98325 -11.50585 -11.47719
111 H 13.08391 -12.56354 -10.52797
112 H 12.29330 -9.15854 -11.50391
113 H 13.94798 -8.55823 -10.76520
114 H 12.61682 -8.53777 -7.35118
115 H 13.98542 -8.09850 -8.27160
116 H 11.97722 -11.70799 -7.27358
117 H 12.87771 -12.83491 -8.35546
118 H 15.39635 -11.64636 -9.89067
119 H 15.42124 -9.91344 -9.99955

Properties
Calculated total energy: -241561.62710 eV
⟨S²⟩: 3.87
Spin multiplicity: 4
Frontier orbital gap (spin up / spin down): 4.48 / 4.47 eV
Maximum force: 0.0893 hartree/bohr

C2ClF4O6S2 | ωB97M-V/def2-TZVPD

Element x y z (Å)
1 C 0.86660 0.23077 -0.62181
2 C -0.26323 -0.59297 0.11123
3 O 2.14152 0.91513 1.57999
4 O 2.74612 -1.16869 0.42593
5 O 3.34220 0.97812 -0.59964
6 O -2.73745 -1.30669 0.13585
7 O -2.31948 -0.01162 -1.84013
8 O -2.45956 1.16790 0.29212
9 F 0.25391 1.42957 -0.61887
10 F 0.99817 -0.21864 -1.87516
11 F -0.45767 -0.15539 1.34679
12 F -2.53026 1.08522 1.67312
13 S 2.53983 0.20676 0.35670
14 S -1.99760 -0.29477 -0.45614
15 Cl -0.12310 -2.26472 0.09002

Properties
Total charge: -1
Calculated total energy: -59418.52691 eV
Spin multiplicity: 1
Frontier orbital gap: 9.44 eV
Maximum force: 0.1171 hartree/bohr

C6H10O | ωB97M-V/def2-TZVPD

Element x y z (Å)
1 C -0.34832 0.71426 -2.46981
2 C 0.14149 1.06582 -1.07680
3 C 0.68761 2.32165 -0.73488
4 C -0.66449 -1.62704 1.61228
5 O 0.44018 -1.18957 2.40380
6 C -0.54723 -1.02683 0.18517
7 C 0.31641 0.03909 -0.08162
8 H 0.51504 0.77069 -3.15108
9 H -1.19138 1.38723 -2.65026
10 H -0.71373 -0.31235 -2.49120
11 H 0.49483 3.16974 -1.37828
12 H 1.15056 2.49947 0.22407
13 H -0.60384 -2.71669 1.56806
14 H -1.63197 -1.36506 2.08770
15 H 1.18533 -1.79355 2.31108
16 H -1.36098 -1.15172 -0.50918
17 H 1.02535 0.23466 0.72029

Properties
Total charge: -1
Calculated total energy: -8428.70380 eV
⟨S²⟩: 0.77
Spin multiplicity: 2
Frontier orbital gap (spin up / spin down): 3.44 / 6.24 eV
Maximum force: 0.0501 hartree/bohr